This record from the OMol25 dataset describes 22 unconnected molecules or ions with the total composition C54H136N16O22 in a non-equilibrium geometry. The level of theory is wB97M-V/def2-TZVPD.

Cartesian coordinates (Å):
C: 6.44 1.95 2.46
C: 5.45 2.95 1.96
O: 5.40 3.19 0.76
N: 4.65 3.60 2.88
C: 3.63 4.52 2.35
H: 5.96 0.97 2.57
H: 6.72 2.18 3.47
H: 7.33 1.83 1.83
H: 4.46 3.11 3.73
H: 4.23 5.34 1.99
H: 2.93 4.85 3.17
H: 2.95 4.09 1.60
C: 1.27 0.13 -3.25
C: 2.69 -0.32 -3.60
O: 3.67 -0.31 -2.81
N: 2.81 -0.67 -4.86
C: 4.09 -0.80 -5.46
H: 1.24 0.47 -2.23
H: 0.55 -0.64 -3.56
H: 1.08 0.98 -3.89
H: 2.03 -0.46 -5.49
H: 4.31 -1.73 -5.96
H: 4.88 -0.68 -4.66
H: 4.20 0.11 -6.13
C: -2.05 -6.57 -2.16
C: -2.20 -5.93 -0.81
O: -1.40 -6.19 0.10
N: -3.28 -5.20 -0.67
C: -3.50 -4.67 0.65
H: -1.01 -6.36 -2.62
H: -2.81 -6.21 -2.84
H: -2.03 -7.68 -2.10
H: -3.80 -4.82 -1.38
H: -4.34 -3.90 0.62
H: -2.62 -4.25 1.02
H: -3.76 -5.47 1.37
C: 2.16 -3.44 -3.04
C: 3.46 -4.25 -3.01
O: 3.54 -5.44 -3.26
N: 4.59 -3.56 -2.63
C: 5.88 -4.28 -2.67
H: 2.14 -2.53 -2.44
H: 1.47 -4.13 -2.67
H: 1.89 -3.13 -4.00
H: 4.53 -2.58 -2.33
H: 5.75 -5.32 -2.48
H: 6.59 -3.84 -1.95
H: 6.37 -4.09 -3.64
C: -3.89 6.82 4.61
C: -4.88 5.68 4.42
O: -5.05 4.70 5.14
N: -5.68 5.85 3.30
C: -5.43 6.68 2.19
H: -3.04 6.44 5.10
H: -4.33 7.53 5.29
H: -3.63 7.34 3.69
H: -6.36 5.13 3.17
H: -4.54 6.37 1.59
H: -5.37 7.74 2.41
H: -6.32 6.61 1.52
C: -3.01 0.26 -4.54
C: -2.02 0.92 -5.51
O: -1.93 0.53 -6.67
N: -1.18 1.83 -4.92
C: -0.22 2.56 -5.76
H: -3.31 1.01 -3.87
H: -2.52 -0.50 -3.89
H: -3.85 -0.13 -5.14
H: -1.36 2.10 -3.92
H: -0.42 3.63 -5.79
H: -0.40 2.27 -6.78
H: 0.82 2.38 -5.49
C: -2.88 -3.58 -4.52
C: -1.66 -3.12 -3.65
O: -0.50 -3.36 -4.06
N: -1.93 -2.59 -2.48
C: -0.91 -2.25 -1.53
H: -3.77 -3.73 -3.82
H: -2.56 -4.41 -5.04
H: -3.08 -2.82 -5.28
H: -2.94 -2.57 -2.19
H: -0.11 -1.70 -2.03
H: -0.32 -3.06 -1.13
H: -1.29 -1.52 -0.74
C: 4.45 -1.38 4.70
C: 4.44 0.13 5.01
O: 3.76 0.95 4.38
N: 5.24 0.54 6.07
C: 5.30 1.92 6.51
H: 5.46 -1.82 4.84
H: 4.07 -1.53 3.67
H: 3.84 -1.99 5.40
H: 5.60 -0.16 6.69
H: 5.10 2.58 5.65
H: 6.29 2.14 6.92
H: 4.58 1.98 7.28
C: -4.68 -0.60 -1.20
C: -5.29 -1.96 -1.27
O: -4.77 -2.92 -1.87
N: -6.42 -2.11 -0.62
C: -7.24 -3.30 -0.70
H: -4.12 -0.37 -2.08
H: -4.06 -0.55 -0.27
H: -5.39 0.20 -0.96
H: -6.78 -1.37 -0.05
H: -8.02 -3.28 -1.41
H: -7.70 -3.49 0.29
H: -6.64 -4.25 -0.86
C: -7.70 2.81 -0.72
C: -6.80 3.12 0.38
O: -7.18 3.45 1.50
N: -5.50 3.04 0.16
C: -4.54 3.38 1.20
H: -8.67 3.29 -0.65
H: -7.95 1.72 -0.67
H: -7.27 3.08 -1.69
H: -5.09 2.72 -0.74
H: -3.58 3.42 0.81
H: -4.55 2.69 1.99
H: -4.79 4.42 1.51
C: 0.63 0.86 4.69
C: 1.31 2.20 4.89
O: 1.42 2.96 3.94
N: 1.77 2.72 6.04
C: 1.66 1.95 7.34
H: 0.04 0.59 5.57
H: 1.39 0.06 4.66
H: 0.02 1.00 3.78
H: 2.33 3.55 5.89
H: 2.30 2.47 8.07
H: 2.20 1.01 7.10
H: 0.66 1.77 7.51
C: 4.48 -8.49 -4.17
C: 3.22 -9.03 -3.35
O: 3.07 -10.10 -2.78
N: 2.24 -8.09 -3.29
C: 1.10 -8.16 -2.38
H: 4.31 -7.46 -4.53
H: 4.63 -9.06 -5.02
H: 5.36 -8.43 -3.57
H: 2.42 -7.17 -3.73
H: 0.23 -8.59 -2.81
H: 0.95 -7.22 -1.89
H: 1.26 -9.00 -1.72
C: -1.94 3.87 3.44
C: -1.58 4.91 2.39
O: -2.43 5.73 1.97
N: -0.27 4.90 2.07
C: 0.42 5.94 1.21
H: -1.38 2.95 3.30
H: -3.02 3.59 3.29
H: -1.68 4.13 4.48
H: 0.35 4.22 2.56
H: 1.24 5.42 0.66
H: 0.97 6.67 1.81
H: -0.34 6.34 0.51
C: -5.90 -1.33 3.12
C: -6.49 -0.16 2.42
O: -7.02 -0.28 1.33
N: -6.34 1.02 3.11
C: -5.61 1.20 4.35
H: -5.99 -1.30 4.21
H: -4.89 -1.54 2.78
H: -6.47 -2.19 2.66
H: -6.61 1.93 2.68
H: -5.30 2.30 4.40
H: -4.75 0.58 4.28
H: -6.11 1.01 5.31
C: 0.10 1.82 0.61
C: -1.18 1.03 0.72
O: -2.17 1.30 0.02
N: -1.17 0.14 1.71
C: -2.34 -0.62 2.24
H: 0.39 1.72 -0.44
H: 0.98 1.56 1.25
H: -0.17 2.88 0.63
H: -0.26 -0.18 2.09
H: -3.18 -0.25 1.62
H: -2.48 -0.39 3.32
H: -2.15 -1.68 2.08
C: 0.10 -3.96 3.23
C: 0.67 -2.82 2.37
O: 0.55 -1.65 2.78
N: 1.35 -3.07 1.26
C: 1.38 -4.37 0.59
H: 0.90 -4.50 3.74
H: -0.45 -4.60 2.57
H: -0.56 -3.54 4.00
H: 1.70 -2.28 0.69
H: 0.59 -4.46 -0.11
H: 1.35 -5.11 1.39
H: 2.32 -4.53 0.11
C: 0.33 -2.11 -7.44
O: 0.41 -0.92 -6.75
H: 0.28 -1.99 -8.57
H: 1.17 -2.70 -7.08
H: -0.60 -2.66 -7.11
H: -0.42 -0.38 -6.86
C: 6.70 6.40 -0.15
O: 6.97 5.40 0.84
H: 7.43 6.48 -0.99
H: 5.70 6.13 -0.56
H: 6.60 7.35 0.37
H: 6.78 4.56 0.42
C: -2.57 3.88 -1.72
O: -1.67 2.89 -2.29
H: -2.98 4.51 -2.51
H: -3.39 3.38 -1.16
H: -1.97 4.44 -0.94
H: -1.39 2.29 -1.60
C: 3.34 3.37 -2.29
O: 3.20 3.87 -0.95
H: 4.39 3.13 -2.54
H: 2.74 2.49 -2.42
H: 3.03 4.22 -2.96
H: 3.90 3.74 -0.29
C: 4.09 -0.67 0.64
O: 2.80 -0.89 0.03
H: 4.65 0.08 0.04
H: 3.88 -0.32 1.64
H: 4.65 -1.59 0.75
H: 2.96 -0.57 -0.85
C: 7.49 -0.45 -1.65
O: 6.23 -1.06 -1.88
H: 8.00 -0.11 -2.58
H: 7.40 0.38 -0.97
H: 8.08 -1.19 -1.25
H: 5.65 -0.41 -2.25

The HOMO-LUMO gap comes out at 8.476 eV. The calculation puts the HOMO energy at -8.477 eV. As for the largest force on an atom: 4.98 eV/A. The spin multiplicity is 1. Its net charge is 0.

Results of the Mulliken charge analysis, in e, for atoms 1 through 2: number 1, C, carries -1.1743; number 2, C, carries 1.1014


This record from the OMol25 dataset describes C17H21NO4S in the gas phase. The level of theory is wB97M-V/def2-TZVPD.

Cartesian coordinates (Å):
C: -6.10 -0.70 1.44
C: -4.87 0.19 1.38
O: -3.93 -0.43 0.52
C: -2.75 0.18 0.27
C: -2.35 1.38 0.83
C: -1.10 1.91 0.52
C: -0.26 1.27 -0.35
S: 1.37 1.96 -0.59
O: 1.71 2.06 -1.98
O: 1.49 3.14 0.22
N: 2.29 0.71 0.02
C: 2.31 0.60 1.46
C: 2.72 -0.81 1.89
C: 1.82 -1.90 1.28
C: 2.68 -2.45 0.14
C: 4.08 -2.26 0.70
O: 4.05 -1.06 1.44
C: -0.63 0.06 -0.96
C: 0.20 -0.61 -1.88
C: -0.19 -1.81 -2.43
C: -1.42 -2.38 -2.08
C: -2.26 -1.74 -1.21
C: -1.89 -0.51 -0.64
H: -6.52 -0.82 0.45
H: -5.82 -1.69 1.82
H: -6.84 -0.26 2.09
H: -5.14 1.18 0.99
H: -4.43 0.31 2.38
H: -2.99 1.92 1.51
H: -0.77 2.84 0.96
H: 3.22 0.68 -0.37
H: 1.29 0.81 1.81
H: 2.98 1.34 1.92
H: 2.71 -0.85 2.99
H: 1.63 -2.68 2.02
H: 0.88 -1.49 0.94
H: 2.53 -1.85 -0.75
H: 2.46 -3.49 -0.09
H: 4.36 -3.09 1.36
H: 4.85 -2.16 -0.07
H: 1.14 -0.15 -2.15
H: 0.45 -2.32 -3.13
H: -1.71 -3.32 -2.52
H: -3.22 -2.15 -0.95

The HOMO-LUMO gap comes out at 8.640 eV. The energy relative to the best compared isomer or geometry (same formula, charge and spin) is 26.3 kcal/mol. The calculation puts the HOMO energy at -8.437 eV. As for the largest force on an atom: 0.86 eV/A. The spin multiplicity is 1. Its net charge is 0.

Results of the Mulliken charge analysis, in e, for atoms 1 through 2: number 1, C, carries -1.4481; number 2, C, carries -0.3894


This record from the OMol25 dataset describes a molecular structure, C4H5CoO2 in a non-equilibrium geometry. The level of theory is wB97M-V/def2-TZVPD.

Cartesian coordinates (Å):
H: -4.38 -0.65 0.59
O: -3.46 -0.39 0.68
Co: -1.94 -0.95 -0.50
O: -2.14 4.10 -3.20
C: -2.29 3.10 -2.55
C: -1.91 2.97 -1.09
C: -2.42 1.73 -0.47
C: -3.36 1.47 0.35
H: -2.69 2.17 -3.02
H: -2.22 3.88 -0.56
H: -0.80 2.95 -1.07
H: -4.37 1.76 0.65

The HOMO-LUMO gap (alpha / beta) comes out at 7.821 / 5.760 eV. Its expectation value of S² is 8.770. The energy relative to the best compared isomer or geometry (same formula, charge and spin) is 36.2 kcal/mol. The calculation puts the HOMO energy (alpha / beta) at -12.397 / -14.030 eV. As for the largest force on an atom: 3.16 eV/A. The spin multiplicity is 6. Its net charge is +1.

Results of the Mulliken charge analysis, in e, for atoms 1 through 2: number 1, H, carries 0.3545; number 2, O, carries -0.5801


This record from the OMol25 dataset describes a molecular structure, C22H39N3O4PdS in a non-equilibrium geometry. The level of theory is wB97M-V/def2-TZVPD.

Cartesian coordinates (Å):
Pd: 0.37 0.02 -0.81
C: 4.03 -2.71 -0.06
N: 3.01 -2.56 0.96
C: 3.23 -3.24 2.22
C: 1.74 -2.27 0.51
O: 1.53 -2.04 -0.66
C: 0.66 -2.13 1.58
O: -0.61 -1.87 1.04
C: -1.26 -2.95 0.43
C: -1.62 -2.65 -1.02
O: -1.57 -1.58 -1.55
N: -1.93 -3.81 -1.76
C: -2.90 -4.71 -1.16
C: -2.20 -3.53 -3.16
H: 5.00 -2.42 0.35
H: 3.78 -2.04 -0.88
H: 4.10 -3.73 -0.45
H: 4.29 -3.19 2.47
H: 2.94 -4.30 2.19
H: 2.67 -2.75 3.02
H: 0.89 -1.26 2.19
H: 0.62 -3.02 2.23
H: -2.18 -3.13 1.00
H: -0.66 -3.86 0.45
H: -2.56 -5.03 -0.18
H: -3.00 -5.60 -1.79
H: -3.90 -4.26 -1.05
H: -1.40 -2.89 -3.54
H: -3.15 -3.00 -3.32
H: -2.22 -4.47 -3.72
C: 1.94 2.14 -4.06
S: 1.75 1.00 -2.53
C: 0.99 -0.32 -3.59
O: 3.16 0.57 -2.34
H: 2.62 1.66 -4.76
H: 2.34 3.08 -3.70
H: 0.96 2.31 -4.51
H: 0.58 0.06 -4.52
H: 0.20 -0.78 -2.98
H: 1.79 -1.05 -3.77
C: -3.35 2.03 -0.51
C: -3.28 2.01 1.03
C: -3.14 0.56 1.51
C: -2.17 2.89 1.57
C: -2.53 3.96 2.37
C: -1.60 4.84 2.94
C: -0.25 4.58 2.70
C: 0.20 3.53 1.93
C: 1.70 3.39 1.74
C: 2.09 3.67 0.28
C: 2.24 2.02 2.17
C: -0.74 2.60 1.23
N: -0.40 1.65 0.43
H: -4.21 1.44 -0.87
H: -2.42 1.60 -0.89
H: -3.45 3.05 -0.88
H: -4.24 2.41 1.41
H: -2.20 0.18 1.13
H: -3.97 -0.06 1.14
H: -3.13 0.52 2.61
H: -3.59 4.13 2.56
H: -1.92 5.69 3.54
H: 0.50 5.24 3.15
H: 2.19 4.14 2.38
H: 1.60 2.93 -0.34
H: 3.18 3.61 0.13
H: 1.75 4.67 -0.02
H: 1.81 1.26 1.51
H: 1.95 1.79 3.20
H: 3.34 1.99 2.09

The HOMO-LUMO gap comes out at 2.080 eV. The energy relative to the best compared isomer or geometry (same formula, charge and spin) is 101.6 kcal/mol. The calculation puts the HOMO energy at 2.017 eV. As for the largest force on an atom: 1.74 eV/A. The spin multiplicity is 1. Its net charge is -2.

Results of the Mulliken charge analysis, in e, for atoms 1 through 2: number 1, Pd, carries 0.7289; number 2, C, carries -1.0334